Record 1
Here is C7H10 in the gas phase from the Open Molecules 2025 dataset. Energies are from ωB97M-V with the def2-TZVPD basis set.

As for the frontier orbital gap (spin up / spin down): 7.54 / 7.88 eV. As for the total energy: -272.46007 hartree. The value obtained for the energy relative to the best compared isomer or geometry (same formula, charge and spin) is 677.2 kJ/mol.

```
17
C7H10, DFT ωB97M-V with the def2-TZVPD basis set
C 1.406 -0.744 1.039
C 1.097 0.961 -0.160
C 1.214 -0.624 -0.373
C -0.203 -0.544 -0.953
C -1.399 -0.678 0.028
C -1.520 0.866 0.226
C -0.282 0.967 -0.651
H 2.411 -0.663 1.439
H 0.588 -0.855 1.738
H 1.612 1.624 0.529
H 2.014 -0.956 -1.035
H -0.358 -0.970 -1.948
H -1.190 -1.262 0.929
H -2.273 -1.104 -0.470
H -2.441 1.273 -0.202
H -1.393 1.247 1.245
H 1.010 1.428 -1.262
```

Results of the natural (NBO) charge analysis, in e, for atoms 1 through 8:
1 C -0.423
2 C -0.447
3 C -0.239
4 C -0.249
5 C -0.393
6 C -0.441
7 C -0.063
8 H 0.199

Record 2
Here is C7H10 in the gas phase from the Open Molecules 2025 dataset. Energies are from ωB97M-V with the def2-TZVPD basis set.

As for the frontier orbital gap: 10.12 eV. As for the total energy: -272.63656 hartree. Its SMILES is C=C[C@H]1CCC1=C. The value obtained for the energy relative to the best compared isomer or geometry (same formula, charge and spin) is 213.8 kJ/mol.

```
17
C7H10, DFT ωB97M-V with the def2-TZVPD basis set
C 1.483 -1.189 1.012
C 0.831 1.784 -0.513
C 1.173 -1.085 -0.275
C -0.146 -0.557 -0.786
C -1.426 -0.697 0.089
C -1.514 0.847 0.243
C -0.191 0.944 -0.486
H 2.496 -1.376 1.349
H 0.738 -1.029 1.789
H 0.857 2.719 0.022
H 1.956 -1.202 -1.023
H -0.318 -0.846 -1.829
H -1.269 -1.238 1.024
H -2.270 -1.153 -0.434
H -2.365 1.294 -0.283
H -1.505 1.236 1.266
H 1.737 1.487 -1.031
```

Results of the natural (NBO) charge analysis, in e, for atoms 1 through 8:
1 C -0.402
2 C -0.408
3 C -0.159
4 C -0.314
5 C -0.386
6 C -0.452
7 C 0.058
8 H 0.202

Record 3
Here is a molecular structure, C7H10 from the Open Molecules 2025 dataset. Energies are from ωB97M-V with the def2-TZVPD basis set.

As for the frontier orbital gap: 8.87 eV. As for the total energy: -272.50631 hartree. The value obtained for the energy relative to the best compared isomer or geometry (same formula, charge and spin) is 555.8 kJ/mol.

```
17
C7H10, DFT ωB97M-V with the def2-TZVPD basis set
C -1.872 -0.454 0.013
C -1.475 0.829 -0.673
C -0.427 -0.078 -0.100
C 0.564 -0.881 -0.913
C 1.624 -0.657 0.814
C 1.764 0.823 0.739
C 0.424 0.218 1.095
H -2.248 -1.269 -0.602
H -2.334 -0.389 0.996
H -1.574 0.877 -1.755
H -1.659 1.770 -0.160
H 0.231 -1.889 -1.218
H 1.079 -0.383 -1.740
H 1.661 -1.454 0.041
H 1.908 1.348 -0.203
H 2.329 1.246 1.571
H 0.006 0.345 2.093
```

Results of the natural (NBO) charge analysis, in e, for atoms 1 through 8:
1 C -0.403
2 C -0.419
3 C -0.097
4 C -0.365
5 C -0.229
6 C -0.470
7 C -0.246
8 H 0.213

For each record above, in turn, the calculated F_max values are 2.0, 0.4, 1.0 eV/A.